Record 1
47
Properties=species:S:1:pos:R:3 method="wB97M-V/def2-TZVPD" homo_ha=-0.4555 largest_force_ev_per_a=1.143 total_charge=+1 e_tot_ha=-6615.99820
O -3.33 2.22 -3.70
S -2.84 1.14 -2.91
O -2.80 -0.17 -3.48
O -3.71 1.10 -1.58
C -1.20 1.56 -2.32
C -0.40 0.29 -2.02
C 0.82 0.58 -1.11
C 0.45 0.69 0.35
C 0.19 1.93 0.87
C -0.21 2.00 2.20
N -0.29 0.87 2.87
N 0.04 -0.34 2.47
C 0.41 -0.45 1.21
C 0.76 -1.86 0.79
O -0.20 -2.32 -0.13
C 0.31 -3.32 -1.03
O -0.72 -4.12 -1.46
C -1.74 -3.44 -2.18
C -2.98 -3.14 -1.31
O -3.01 -3.91 -0.12
H -3.21 0.65 -0.88
H -0.76 2.15 -3.12
H -1.35 2.15 -1.42
H -0.05 -0.17 -2.94
H -1.05 -0.41 -1.50
H 1.57 -0.20 -1.25
H 1.25 1.54 -1.40
H 0.26 2.81 0.25
H -0.48 2.92 2.70
H -0.63 0.90 3.83
H 1.76 -1.84 0.34
H 0.77 -2.49 1.67
H 0.84 -2.83 -1.87
H 1.01 -3.96 -0.49
H -1.36 -2.52 -2.63
H -2.02 -4.10 -3.01
H -3.89 -3.34 -1.86
H -2.96 -2.08 -1.05
H -2.29 -3.60 0.44
Br 3.82 4.14 5.32
C 4.34 2.81 4.01
C 4.19 3.32 2.61
Br 2.30 3.37 2.06
H 3.74 1.93 4.21
H 5.39 2.59 4.21
H 4.67 2.65 1.90
H 4.57 4.33 2.47

Record 2
13
Properties=species:S:1:pos:R:3 method="wB97M-V/def2-TZVPD" e_above_lowest_kcal_mol=30.9 smiles="[H]/N=C/OCC(N)=O" homo_ha=-0.3625 largest_force_ev_per_a=0.324 e_tot_ha=-377.91002
H -0.39 2.34 -1.55
N -0.61 1.55 -0.94
C -0.34 0.47 -1.54
O -0.57 -0.74 -1.04
C -0.87 -0.80 0.37
C 0.46 -0.95 1.11
N 1.23 0.17 1.09
O 0.80 -2.00 1.63
H 0.15 0.40 -2.51
H -1.42 0.09 0.67
H -1.47 -1.70 0.53
H 2.14 0.13 1.51
H 0.89 1.03 0.68

Record 3
79
Properties=species:S:1:pos:R:3 method="wB97M-V/def2-TZVPD" homo_ha=-0.3063 largest_force_ev_per_a=4.495 e_tot_ha=-4786.14594
C -1.19 -0.77 2.70
C -0.63 0.70 3.04
C 0.51 1.26 2.07
P 2.19 0.39 1.90
O 3.27 1.08 3.08
Cl 2.08 -1.65 2.55
C 0.95 2.63 2.84
O 0.73 2.99 4.01
N 1.75 3.40 1.87
C 1.16 3.04 0.52
C 2.13 3.22 -0.74
C 3.33 4.27 -0.50
C 3.46 5.25 -1.80
O 4.52 3.48 -0.26
C 5.74 4.22 -0.51
C 6.99 3.52 0.25
C 8.30 4.35 0.40
C 9.57 3.80 1.13
C 9.46 2.37 1.72
C 8.18 1.52 1.57
C 6.92 2.09 0.85
C 0.17 1.73 0.57
Br 0.78 0.12 -0.51
C -1.26 2.37 0.22
C -2.44 1.33 -0.07
C -2.48 0.74 -1.57
C -2.41 -0.86 -1.49
C -3.83 -1.60 -1.37
C -3.58 -3.14 -1.85
C -4.44 -4.22 -1.02
C -5.56 -4.83 -2.04
C -5.30 -6.40 -2.37
C -6.04 -7.27 -1.22
O -7.47 -7.15 -1.49
C -8.21 -8.24 -0.87
H -2.34 -0.78 2.80
H -0.81 -1.48 3.51
H -0.87 -1.08 1.65
H -0.34 0.69 4.16
H -1.53 1.42 2.98
H 3.72 1.79 2.55
H 1.61 4.42 2.03
H 0.43 3.93 0.38
H 2.64 2.24 -1.08
H 1.50 3.56 -1.65
H 3.15 4.98 0.39
H 2.40 5.66 -2.03
H 3.90 4.72 -2.70
H 4.08 6.19 -1.55
H 5.66 5.29 -0.13
H 5.98 4.18 -1.64
H 8.30 5.42 -0.03
H 10.52 4.44 1.24
H 10.37 1.98 2.28
H 8.19 0.46 2.02
H 5.96 1.47 0.77
H -1.22 3.08 -0.69
H -1.57 3.00 1.13
H -2.50 0.44 0.64
H -3.43 1.91 0.07
H -1.59 1.09 -2.21
H -3.46 1.03 -2.08
H -1.78 -1.21 -0.58
H -1.87 -1.33 -2.40
H -4.08 -1.70 -0.24
H -4.67 -1.10 -1.95
H -3.68 -3.22 -2.99
H -2.47 -3.36 -1.61
H -3.76 -5.10 -0.74
H -4.92 -3.82 -0.07
H -6.58 -4.66 -1.54
H -5.58 -4.27 -3.04
H -4.18 -6.67 -2.33
H -5.71 -6.65 -3.42
H -5.80 -6.78 -0.21
H -5.69 -8.37 -1.24
H -7.53 -8.95 -0.27
H -8.80 -8.79 -1.69
H -8.99 -7.82 -0.13

Record 4
222
Properties=species:S:1:pos:R:3 method="wB97M-V/def2-TZVPD" homo_ha=-0.3373 largest_force_ev_per_a=5.265 total_charge=+2 e_tot_ha=-8333.15235
C 7.42 -3.87 -9.31
N 6.99 -3.73 -7.90
C 7.89 -3.86 -6.86
C 7.46 -3.87 -5.53
C 6.12 -3.81 -5.24
C 5.25 -3.59 -6.30
C 5.73 -3.51 -7.59
C 5.57 -3.89 -3.79
C 4.57 -4.80 -3.47
C 3.74 -4.53 -2.34
N 4.02 -3.44 -1.58
C 4.98 -2.59 -1.91
C 5.87 -2.86 -2.94
C 3.14 -2.96 -0.50
H 6.63 -4.48 -9.78
H 8.29 -4.46 -9.19
H 7.62 -2.92 -9.80
H 8.90 -4.01 -7.19
H 8.18 -4.13 -4.71
H 4.17 -3.57 -6.14
H 5.03 -3.31 -8.41
H 4.31 -5.71 -4.05
H 2.82 -5.02 -2.11
H 5.00 -1.58 -1.44
H 6.76 -2.16 -3.23
H 3.04 -1.87 -0.40
H 3.54 -3.36 0.42
H 2.19 -3.48 -0.70
C -3.27 -8.25 5.26
N -2.43 -7.39 4.35
C -1.76 -8.04 3.37
C -0.98 -7.35 2.47
C -0.97 -5.95 2.60
C -1.68 -5.32 3.55
C -2.41 -6.09 4.44
C 0.12 -5.28 1.77
C 0.00 -3.78 1.70
C 0.81 -2.92 2.37
N 1.97 -3.31 2.94
C 2.25 -4.60 2.95
C 1.49 -5.57 2.34
C 2.69 -2.42 3.94
H -3.53 -7.71 6.10
H -2.59 -9.00 5.64
H -4.14 -8.79 4.86
H -1.85 -9.06 3.26
H -0.45 -7.74 1.60
H -1.76 -4.23 3.58
H -3.06 -5.60 5.22
H -0.90 -3.44 1.21
H 0.42 -1.89 2.46
H 3.02 -4.88 3.61
H 1.80 -6.63 2.44
H 2.63 -2.75 4.97
H 2.57 -1.32 3.78
H 3.72 -2.65 3.69
C -3.01 -3.53 -3.66
N -2.96 -2.56 -2.51
C -4.05 -2.55 -1.67
C -3.94 -1.94 -0.49
C -2.76 -1.34 -0.08
C -1.68 -1.42 -0.95
C -1.83 -2.05 -2.18
C -2.60 -0.95 1.32
C -3.38 -1.50 2.29
C -3.40 -0.93 3.56
N -2.52 0.08 3.82
C -1.63 0.57 2.93
C -1.64 0.01 1.70
C -2.61 0.80 5.09
H -4.02 -3.97 -3.64
H -2.31 -4.34 -3.39
H -2.75 -3.12 -4.64
H -5.02 -3.03 -1.95
H -4.80 -2.04 0.11
H -0.74 -1.06 -0.59
H -0.98 -2.13 -2.83
H -3.96 -2.33 2.11
H -4.04 -1.29 4.38
H -0.92 1.27 3.17
H -1.02 0.36 0.89
H -2.43 1.87 4.91
H -1.81 0.43 5.67
H -3.61 0.58 5.41
C 1.09 1.93 7.73
N -0.22 2.44 7.94
C -0.49 3.75 8.22
C -1.79 4.20 8.29
C -2.82 3.31 8.13
C -2.56 1.99 7.99
C -1.29 1.58 7.86
C -4.24 3.71 7.98
C -5.12 3.69 9.04
C -6.44 3.78 8.78
N -6.97 3.92 7.56
C -6.10 3.84 6.48
C -4.70 3.89 6.67
C -8.41 4.10 7.33
H 1.49 2.69 7.01
H 0.99 0.93 7.34
H 1.66 1.83 8.64
H 0.33 4.48 8.29
H -1.99 5.27 8.41
H -3.32 1.23 8.02
H -0.97 0.61 7.69
H -4.73 3.56 10.06
H -7.19 3.64 9.55
H -6.64 3.87 5.55
H -4.13 3.79 5.78
H -8.59 4.96 6.59
H -8.81 4.39 8.29
H -8.79 3.14 6.98
C 11.15 4.81 -6.98
N 9.78 4.72 -6.41
C 8.96 3.76 -6.86
C 7.73 3.55 -6.35
C 7.21 4.41 -5.40
C 8.04 5.41 -4.99
C 9.29 5.59 -5.52
C 5.85 4.01 -4.89
C 4.72 4.26 -5.72
C 3.57 3.76 -5.28
N 3.37 3.12 -4.15
C 4.44 2.73 -3.42
C 5.74 3.20 -3.79
C 1.99 2.66 -3.84
H 11.83 4.67 -6.13
H 11.25 5.77 -7.47
H 11.27 4.00 -7.65
H 9.30 2.99 -7.53
H 7.20 2.66 -6.68
H 7.60 6.15 -4.33
H 9.89 6.39 -5.18
H 4.81 4.88 -6.65
H 2.73 3.85 -5.91
H 4.25 2.13 -2.52
H 6.67 2.94 -3.26
H 1.75 1.96 -4.65
H 1.38 3.62 -3.91
H 1.90 2.21 -2.86
C -6.52 4.26 -4.82
N -5.49 4.28 -3.83
C -4.40 5.07 -4.10
C -3.45 5.16 -3.12
C -3.62 4.44 -1.97
C -4.77 3.79 -1.63
C -5.68 3.71 -2.64
C -2.42 4.41 -1.12
C -2.09 5.62 -0.44
C -1.09 5.76 0.48
N -0.28 4.70 0.69
C -0.52 3.56 -0.05
C -1.66 3.31 -0.82
C 0.91 4.73 1.54
H -6.24 5.03 -5.52
H -7.50 4.60 -4.46
H -6.55 3.24 -5.23
H -4.25 5.43 -5.13
H -2.46 5.49 -3.36
H -4.83 3.30 -0.65
H -6.59 3.14 -2.52
H -2.75 6.45 -0.63
H -0.90 6.66 1.08
H 0.22 2.78 0.09
H -1.79 2.40 -1.36
H 1.58 3.97 1.05
H 0.59 4.52 2.60
H 1.33 5.70 1.49
O -5.72 0.20 5.73
C -6.49 0.95 6.59
O -6.31 0.93 7.79
O -7.46 1.53 6.06
H -6.04 0.33 4.86
O -0.05 -1.14 7.31
C 0.07 -1.49 5.90
O 0.26 -2.67 5.62
O 0.10 -0.50 5.15
H -0.55 -1.82 7.76
O 1.12 -4.59 -4.11
C 0.65 -5.16 -2.92
O -0.14 -6.10 -3.00
O 1.09 -4.56 -1.92
H 0.76 -5.16 -4.81
O -0.10 -5.97 0.57
C -4.41 -6.66 -0.57
O -3.47 -6.15 -1.14
O -5.27 -7.35 -0.18
H 0.04 -5.32 -0.17
N 2.50 0.75 -0.96
O 2.33 1.88 -0.54
O 3.67 0.51 -1.32
O 1.63 -0.11 -0.98
N -4.22 2.16 2.00
O -3.53 3.14 1.61
O -4.84 1.48 1.15
O -4.23 1.82 3.19
N -3.62 -3.45 6.00
O -4.09 -3.23 4.81
O -3.14 -2.45 6.63
O -3.75 -4.56 6.53
N -1.18 4.48 4.48
O -0.04 3.84 4.63
O -2.17 4.13 5.19
O -1.32 5.30 3.51
N 4.75 -0.50 -6.57
S 5.33 0.06 -8.00
O 6.63 -0.51 -8.21
O 5.33 1.49 -8.10
F 4.41 -0.54 -9.13
S 3.31 0.01 -6.01
O 2.93 1.30 -6.49
O 3.23 -0.29 -4.58
F 2.40 -1.03 -6.72
N -4.83 1.58 -3.75
S -3.84 1.27 -4.82
O -4.37 1.52 -6.10
O -2.82 0.24 -4.53
F -2.99 2.61 -4.52
S -5.83 0.44 -3.24
O -5.54 -0.93 -3.63
O -7.12 1.03 -3.14
F -5.36 0.49 -1.66

Record 5
99
Properties=species:S:1:pos:R:3 method="wB97M-V/def2-TZVPD" homo_ha=-0.0424 largest_force_ev_per_a=4.107 total_charge=-1 e_tot_ha=-5627.25677
C 1.21 -2.20 1.31
C 1.45 -0.70 1.08
C 1.42 -0.18 -0.38
O 1.97 0.79 -0.67
F 0.72 -0.80 -1.36
H 2.10 -2.81 1.10
H 0.32 -2.57 0.80
H 2.40 -0.35 1.51
H 0.65 -0.15 1.61
C 6.52 -4.50 1.58
C 5.27 -3.66 1.26
C 5.20 -3.05 -0.14
F 6.21 -2.18 -0.37
F 4.05 -2.36 -0.29
F 5.14 -2.70 2.20
F 4.21 -4.49 1.39
O 7.57 -3.85 2.30
C 8.52 -3.13 1.61
C 8.51 -1.66 2.00
F 7.32 -1.09 1.74
F 9.45 -0.98 1.29
F 8.38 -3.31 0.28
F 9.72 -3.66 1.94
H 6.18 -5.28 2.25
H 6.90 -5.02 0.70
H 5.22 -3.83 -0.91
H 8.72 -1.54 3.07
C -2.56 -4.05 4.10
C -1.94 -4.02 2.69
C -2.92 -4.04 1.51
F -3.67 -5.17 1.48
F -2.24 -3.99 0.35
F -1.05 -5.02 2.58
F -1.25 -2.86 2.60
O -2.60 -5.32 4.76
C -3.67 -6.16 4.53
C -3.23 -7.47 3.89
F -2.63 -7.26 2.70
F -4.31 -8.27 3.67
F -4.62 -5.54 3.81
F -4.22 -6.43 5.74
H -1.89 -3.46 4.72
H -3.52 -3.54 4.14
H -3.59 -3.18 1.55
H -2.53 -8.00 4.54
C -4.93 -1.11 -1.56
C -5.25 -1.48 -3.04
C -6.70 -1.29 -3.49
F -7.54 -2.08 -2.80
F -6.82 -1.63 -4.80
F -4.83 -2.73 -3.29
F -4.49 -0.67 -3.84
O -4.88 -2.22 -0.66
C -6.03 -2.71 -0.07
C -6.28 -4.16 -0.46
F -6.44 -4.29 -1.79
F -7.42 -4.61 0.13
F -7.08 -1.91 -0.34
F -5.83 -2.64 1.26
H -3.93 -0.72 -1.53
H -5.56 -0.30 -1.19
H -7.01 -0.25 -3.38
H -5.45 -4.80 -0.15
C -1.60 2.07 -3.01
C -3.05 2.20 -2.50
C -4.04 2.87 -3.45
F -3.70 4.15 -3.71
F -5.27 2.90 -2.88
F -3.05 2.81 -1.30
F -3.51 0.93 -2.29
O -0.67 3.03 -2.55
C -0.54 4.23 -3.22
C -0.90 5.41 -2.33
F -2.18 5.33 -1.89
F -0.79 6.58 -3.01
F -1.26 4.21 -4.37
F 0.75 4.34 -3.59
H -1.23 1.13 -2.59
H -1.55 1.94 -4.09
H -4.11 2.33 -4.40
H -0.24 5.44 -1.46
C 3.82 8.57 0.84
C 4.67 8.55 -0.44
C 3.94 8.86 -1.75
F 2.99 7.94 -2.02
F 4.83 8.82 -2.78
F 5.32 7.37 -0.53
F 5.63 9.51 -0.29
O 3.37 7.31 1.33
C 2.19 6.78 0.83
C 2.43 5.45 0.12
F 3.27 5.59 -0.92
F 1.25 4.97 -0.37
F 1.57 7.67 0.04
F 1.39 6.57 1.89
H 4.48 8.94 1.62
H 3.01 9.29 0.78
H 3.49 9.85 -1.73
H 2.85 4.71 0.80

Record 6
18
Properties=species:S:1:pos:R:3 method="wB97M-V/def2-TZVPD" e_above_lowest_kcal_mol=123.1 homo_ha="-0.5189 / -0.5189" largest_force_ev_per_a=4.965 total_charge=+1 e_tot_ha=-343.36797
C -0.19 -0.76 0.82
C -2.33 -1.59 1.75
C 1.77 2.09 -2.18
C -1.08 -0.78 1.97
N 1.96 0.76 -1.69
N 1.07 -0.03 -1.36
O 0.50 0.20 0.56
H -0.17 -1.74 0.21
H -2.84 -1.38 0.77
H -3.04 -1.29 2.56
H -2.07 -2.65 1.52
H 1.03 2.09 -2.96
H 1.35 2.73 -1.47
H 2.67 2.40 -2.68
H -1.08 0.21 2.40
H -0.38 -1.33 2.67
H 2.84 0.47 -1.39
H 0.00 0.61 -1.48